Entry 1:
A 6-piece molecular cluster, C49H59BrF3N7O17S overall, computed with wB97M-V/def2-TZVPD.

Geometry as XYZ:
```
137
Properties=species:S:1:pos:R:3:forces:R:3
H -10.6554 -0.3869 6.1528 0.010 -0.079 -0.032
C 10.1399 -1.3597 -9.4850 0.143 -0.021 -0.052
C 1.1563 2.8955 -11.1560 -0.116 -0.051 -0.076
C 5.1569 -1.5093 1.1557 0.107 0.051 0.192
H 7.3425 1.1053 -10.5162 -0.024 -0.006 0.005
C 2.5687 1.6843 0.2887 0.600 -0.185 -0.127
H -4.6264 -0.8516 2.9484 -0.005 0.052 0.002
C -0.4801 -1.5154 -0.1611 -0.216 0.012 0.017
O 4.5222 2.3796 -10.1877 0.146 0.047 0.039
H -2.6753 2.9440 -0.0370 0.130 -0.056 0.017
H 3.2105 -0.7896 1.8358 -0.077 0.086 -0.232
C 2.3773 3.1332 -10.5531 -0.071 0.063 0.022
H 0.4851 0.2427 -0.9147 0.121 0.009 -0.060
H -5.9930 -8.0279 8.2820 -0.009 0.070 0.050
H -2.4924 5.2306 0.5554 0.016 -0.001 -0.002
C -3.2216 0.6975 3.4501 -0.226 -0.209 0.175
C -3.6749 -0.7574 3.4754 -0.014 0.081 -0.217
C -2.2384 -1.0735 6.5651 -0.292 0.006 -0.368
H 4.7766 -1.2866 -8.2531 -0.013 -0.012 -0.005
O 0.3297 1.7855 4.2727 0.653 -0.577 -0.455
H -1.3884 -1.5815 7.0201 0.021 0.045 0.067
H -3.0258 -0.9325 7.3055 0.096 0.012 0.100
N 4.5362 1.2130 -3.5916 -0.034 -0.036 -0.017
H 1.7312 6.0137 -8.9446 0.009 0.007 0.009
C 1.4543 1.2192 1.1949 -0.834 0.392 0.162
H 3.5731 4.4009 -9.3057 0.032 -0.070 -0.028
C 9.3716 0.4730 -10.8402 0.001 -0.024 0.026
H 4.5406 2.3497 -6.0031 -0.010 0.003 0.089
H 5.8687 -1.7868 1.9350 -0.042 -0.037 0.022
C 4.6621 0.6134 -7.2665 -0.032 -0.093 0.005
H -6.0025 -9.2149 6.1105 0.001 -0.012 0.007
H 4.6561 1.1778 -8.1886 0.008 0.037 0.013
H -2.3164 0.8097 4.0516 0.151 0.081 -0.060
H -7.6422 -1.1869 9.9892 0.014 -0.020 0.001
H -5.9079 -5.4557 4.0603 -0.011 0.019 -0.003
O 3.2532 1.2091 -11.4639 -0.026 -0.097 -0.074
H 4.8331 -2.5839 -6.1602 0.029 -0.012 0.015
H 4.6117 -2.4089 0.8785 -0.023 0.028 -0.174
O -3.8788 -1.2187 4.7940 -0.056 -0.131 -0.188
O 9.5524 -3.1160 -7.5060 0.096 -0.080 0.027
H 11.3435 -0.3686 -10.9477 0.014 -0.006 -0.001
H 10.9107 -2.0538 -9.1865 -0.045 -0.034 0.064
C 4.7043 -0.8587 -4.9021 -0.007 -0.114 0.004
C 4.2108 -0.4079 1.6666 0.329 -0.231 0.239
C 7.8803 -0.5274 -9.2456 -0.109 0.072 -0.020
H 9.5625 1.2127 -11.6062 0.001 0.001 -0.012
C 10.3747 -0.4140 -10.4700 -0.073 0.047 -0.012
C -2.0433 2.0379 1.8422 -0.804 -0.002 -0.037
O 4.4218 2.4231 -3.6006 -0.015 0.106 -0.018
C -2.6935 3.1617 1.0313 -0.159 0.113 0.223
C -2.5485 5.1233 2.7007 0.162 -0.160 0.359
C 8.8932 -1.3974 -8.8895 0.016 0.076 -0.053
C 8.1254 0.4158 -10.2300 0.073 0.014 -0.041
C -5.9567 -7.4082 4.9515 0.003 0.016 0.022
O -0.9883 1.3676 1.1555 0.414 -0.104 0.359
H -5.9058 -4.2730 6.2226 -0.028 0.002 0.117
C 0.7613 -0.5702 -0.2475 -0.415 -0.170 -0.020
H -3.0213 4.2014 4.3601 -0.057 -0.012 0.052
H 2.6669 2.7605 0.4153 -0.019 -0.013 -0.014
H 0.1976 2.9214 1.7407 0.317 -0.087 0.115
H 0.3304 3.7511 -0.3033 -0.083 0.064 -0.069
C -2.7999 -1.8954 5.4097 0.181 0.012 0.549
C 0.3348 4.9197 -10.1531 0.020 -0.019 -0.005
H -3.7425 3.1577 1.3236 -0.016 -0.017 -0.049
H -1.6814 2.4586 2.7830 0.288 -0.138 0.050
S 4.2522 1.0045 0.5238 -0.094 0.199 0.243
C 4.5990 1.2727 -6.0488 0.017 0.092 -0.101
O -8.9377 -3.8471 6.2570 0.109 -0.083 0.078
C -9.8282 0.4256 7.9621 0.049 -0.026 0.053
H 6.9190 -0.5803 -8.7602 0.027 -0.043 0.070
C -8.9822 0.1970 9.0399 0.003 -0.020 -0.015
H -0.4723 5.6215 -9.9913 -0.005 0.009 -0.004
H 1.0102 2.0214 -11.7722 0.076 -0.034 0.017
C 2.5445 2.5274 2.9880 -0.583 0.857 -0.028
C -5.9790 -8.1343 6.1356 0.002 0.051 -0.059
H -1.6565 5.3760 3.2780 0.025 0.038 -0.045
C 0.5591 -0.5220 3.7259 -0.057 0.157 -0.261
N -5.9653 -5.3913 8.6506 0.015 -0.028 -0.029
C -10.0021 -0.5513 6.9961 -0.080 0.122 -0.036
C -8.4713 -1.9948 8.1940 0.082 -0.089 0.113
N 3.4666 2.1663 -10.7541 -0.028 0.007 -0.006
N 8.6379 -2.3907 -7.8315 -0.004 0.044 -0.039
H -0.8350 3.6304 -11.4087 -0.008 -0.007 -0.010
C -5.9750 -7.4767 7.3542 -0.009 -0.145 0.024
O 2.1981 3.6143 2.5806 0.427 -0.750 0.018
C 0.1782 2.1391 0.9825 -0.383 0.308 -0.435
O -5.9720 -6.0603 9.6610 -0.006 -0.070 0.103
H 4.7275 -1.4148 -3.9772 -0.015 0.071 0.048
H -3.1777 -2.8399 5.8131 -0.068 -0.037 -0.118
H -2.0083 -2.1462 4.6992 -0.057 0.091 -0.206
H 4.5735 2.1583 3.2462 0.030 -0.038 0.023
N 1.8623 1.3004 2.6158 -0.059 0.132 -0.200
H -4.0120 1.3139 3.8893 0.099 0.115 0.054
H -2.9478 -1.3600 2.9219 0.074 -0.123 0.114
N 0.1657 2.7571 -0.3419 0.225 -0.371 0.017
O 4.5750 0.5345 -2.5877 0.028 -0.003 -0.068
C 1.5719 5.1411 -9.5624 -0.069 -0.023 -0.038
H -10.3549 1.3656 7.8738 -0.007 0.009 -0.009
C 4.7341 -0.7725 -7.3016 -0.027 0.007 0.004
N -9.5194 -2.7913 6.1135 0.009 0.019 -0.038
H -8.8518 0.9618 9.7940 0.005 0.009 0.002
C -2.1309 4.5519 1.3314 -0.146 0.235 -0.300
O -3.0149 1.0620 2.0991 0.364 0.017 -0.209
O -10.2555 -2.5353 5.1840 -0.082 0.027 -0.095
O -5.9702 -4.1760 8.6313 0.009 0.150 0.015
H -3.1223 6.0441 2.5844 -0.058 -0.007 -0.106
F -0.3730 -2.6382 -0.8832 0.042 0.229 0.096
H 1.1578 -1.1408 3.0701 0.065 -0.039 0.116
H -7.9453 -2.9324 8.2833 -0.018 -0.046 -0.109
H 3.5987 1.4840 4.5569 -0.041 0.012 0.066
O 1.0658 -0.1433 1.0204 0.551 -0.075 -0.135
C 3.7165 2.3411 3.8986 -0.118 0.073 -0.057
H -0.7061 2.5552 -0.8063 -0.068 0.106 -0.002
H 2.3128 1.5461 -0.7597 -0.167 -0.185 0.098
H -5.9653 -7.9262 4.0018 0.004 -0.005 -0.007
O -3.3330 4.1875 3.4528 0.070 0.062 -0.114
F -0.7357 -1.8818 1.1021 0.055 0.037 -0.188
C -5.9234 -5.3522 6.1947 0.006 0.166 -0.156
H -0.4879 -0.6786 3.4772 -0.118 -0.095 0.117
Br 2.2564 -1.5020 -1.1024 -0.011 0.063 0.013
C 0.8555 0.9427 3.5621 -0.266 0.297 0.643
C -8.3038 -1.0088 9.1530 -0.051 0.093 -0.014
C -9.3212 -1.7473 7.1329 -0.001 0.070 0.088
C 0.1286 3.8006 -10.9493 0.023 0.062 0.047
F -1.5539 -0.8548 -0.6318 0.128 -0.126 0.113
H -1.0427 4.5775 1.2517 -0.020 -0.088 0.036
H 5.7466 -1.1670 0.3054 -0.081 -0.067 -0.080
H 3.8806 3.2658 4.4443 0.039 -0.055 0.102
O 7.5254 -2.4203 -7.3453 -0.080 -0.031 0.011
H -1.9407 -0.0902 6.1992 0.175 0.004 0.097
H 4.5812 -0.0674 2.6338 -0.128 0.095 0.023
C 4.7621 -1.5064 -6.1245 -0.045 0.023 -0.011
C -5.9258 -6.0207 4.9816 0.011 -0.108 0.012
C 4.6170 0.5221 -4.8884 0.027 -0.050 -0.084
C 2.6070 4.2422 -9.7601 0.052 0.102 0.092
H 0.7371 -0.7657 4.7724 -0.107 -0.045 0.049
C -5.9510 -6.0941 7.3597 -0.002 -0.057 -0.097
```
Positions in Å, forces in eV/Å.

The LUMO energy is -0.9 eV. As for the charge: 0. Its maximum force is 1.04 eV Å⁻¹. As for the SMILES: CCOCCO[C@H](CCCO)O[C@H](N)[C@](CSCC)(O[C@@H](Br)C(F)(F)F)N(C(C)=O)C(C)=O.O=[N+]([O-])c1ccccc1.O=[N+]([O-])c1ccccc1.O=[N+]([O-])c1ccccc1.O=[N+]([O-])c1ccccc1.O=[N+]([O-])c1ccccc1. As for the frontier orbital gap: 7.303 eV.

=====

Entry 2:
C49H59GeO4PtSe as an isolated structure, computed with wB97M-V/def2-TZVPD.

Geometry as XYZ:
```
115
Properties=species:S:1:pos:R:3:forces:R:3
Ge 1.5445 4.5884 -2.6086 0.005 -0.249 0.400
O -1.0711 -0.5550 0.2827 2.316 1.425 -1.674
C -1.3437 0.0703 2.5741 -0.221 -0.313 -0.854
H -0.0595 5.4954 0.3696 -0.043 0.026 -0.040
C 3.9068 -2.3195 0.8621 0.142 -0.246 -0.119
H 5.7736 -2.7544 1.9158 -0.002 0.006 -0.006
C 2.6599 5.1811 -6.5984 -0.048 0.065 -0.031
H -0.0460 6.4510 -1.7978 0.066 -0.101 0.019
H -1.2907 -2.7191 -0.5025 0.037 0.021 0.019
C -2.8173 -1.5441 1.5367 0.460 0.275 -0.279
C 3.2512 5.6575 -0.4883 -0.079 0.073 0.048
H 2.5450 1.7943 -1.4970 -0.043 -0.093 0.020
Pt 0.3765 0.9690 0.1078 -0.976 -0.317 0.399
O 1.8216 -0.4312 0.4746 -1.205 1.246 -1.297
C -2.1765 -3.2598 -0.1780 -0.112 -0.064 -0.061
H -4.2394 -2.3633 2.8782 -0.019 -0.034 -0.075
H 4.5677 -4.0456 2.0416 -0.050 -0.014 0.021
H 4.2364 3.2326 -2.6363 -0.008 0.041 0.003
H -1.6524 0.4848 4.6555 0.086 0.092 -0.059
C -3.6852 -1.3436 -0.8077 -0.041 -0.077 -0.093
H 6.2951 3.4473 -1.3262 0.005 -0.002 -0.006
Se 0.1605 1.2498 2.4320 -0.144 -0.805 0.308
H 5.4349 -3.7928 0.5357 0.021 -0.010 -0.026
C 3.5419 -1.7940 3.3325 0.108 -0.029 0.063
H -3.0168 -1.8956 7.2418 0.017 -0.025 0.030
H 5.3875 -1.9623 5.5001 0.018 0.033 0.000
H -4.4909 -0.6840 -0.4828 0.004 0.035 0.039
C -0.0284 2.3886 -3.5967 0.007 -0.041 0.045
C -4.1603 0.1438 5.8439 -0.087 -0.094 0.119
C 2.9324 -1.1521 4.4100 -0.280 0.218 -0.032
H 4.3339 -2.4935 3.5534 -0.037 0.001 -0.046
C 3.6459 -0.1043 6.5661 -0.036 0.020 0.003
H 0.3869 7.6844 -6.4388 -0.024 0.025 -0.012
H 4.4762 6.5066 1.0504 0.001 0.008 0.016
H 2.7765 0.5507 6.6426 -0.001 0.015 -0.006
C 0.8853 6.3626 -4.8279 -0.176 0.162 0.098
H 6.4273 5.0825 0.5249 0.008 0.008 -0.002
H 2.3324 -2.2477 7.6185 0.018 -0.016 0.041
C -3.6543 -1.1998 5.2981 0.143 0.154 -0.127
C 4.2712 3.9529 -1.8234 0.038 -0.117 -0.086
H -4.8583 0.6175 5.1529 -0.014 -0.016 -0.032
H 1.4281 0.3082 4.9092 0.001 -0.010 0.031
H -4.8330 -3.6954 -0.2695 0.002 -0.005 -0.018
H -0.8599 5.0860 -2.5133 0.024 0.054 0.018
C -0.1410 3.4856 -0.1266 -0.527 0.228 -0.300
H -4.6801 -0.0234 6.7895 0.008 0.041 0.000
H -2.8448 -0.7363 -1.1389 -0.031 0.017 0.010
H 1.8332 -3.0232 6.1102 0.027 0.001 -0.025
H -3.3478 0.8433 6.0425 0.039 0.008 -0.042
H 2.4038 6.2872 -0.2386 -0.007 0.012 -0.020
H 5.1017 -1.8838 -0.8853 0.002 -0.015 -0.027
H 2.4474 -3.9290 0.7268 -0.004 0.015 0.021
O -0.9682 2.5314 -0.2986 0.120 -1.030 0.102
C 2.1002 -2.0693 6.5682 -0.062 0.020 0.011
H -5.2547 -2.2803 6.2419 -0.001 -0.004 0.021
H 3.1542 3.8563 -4.9999 -0.006 0.024 0.009
C -4.8255 -2.1772 5.2454 -0.015 -0.003 0.004
H 1.6161 -0.5246 -1.7230 0.061 0.146 -0.088
C 3.1615 4.7420 -1.5311 -0.153 0.035 -0.246
C -0.5389 4.8949 -0.4073 0.175 0.134 0.533
H 1.2220 -1.4214 6.5282 -0.003 -0.004 -0.001
C -1.7135 -0.6565 1.4262 -0.470 0.207 1.819
C 3.2164 -1.5876 2.0015 -0.401 0.425 -0.137
C -3.4133 -1.6779 2.7829 0.031 0.023 -0.006
C -1.9731 -0.0806 3.7880 -0.292 -0.096 0.490
C -3.2886 -2.3181 0.3098 -0.100 -0.124 0.093
H -0.4732 3.1811 -4.1901 0.028 0.043 0.007
H 3.9275 -0.6158 -0.5239 -0.042 0.020 -0.022
H -0.4309 -0.9203 -3.0014 -0.059 -0.007 -0.007
C 4.6155 -1.3314 -0.0803 -0.028 0.026 0.063
H 4.2920 -3.3490 5.5656 -0.017 -0.020 -0.005
C -3.0176 -0.9865 3.9231 0.176 0.153 0.157
C 4.9792 -3.2806 1.3829 0.022 -0.017 -0.032
C -4.5148 -3.1770 0.6354 0.009 -0.011 -0.094
C 5.4415 4.0683 -1.0876 0.013 0.026 0.056
O 1.0223 3.1914 0.2301 0.707 -1.114 0.132
C 1.0670 2.6674 -2.7870 -0.230 0.527 -0.222
H 0.1863 6.8339 -4.1441 0.035 0.005 -0.054
H -1.6192 4.9992 -0.3118 0.015 -0.098 0.105
C 4.4995 -2.3654 5.9897 0.005 -0.017 -0.062
C -0.5963 1.1136 -3.6749 0.149 -0.185 0.146
C 1.8815 6.2567 -7.0087 0.009 -0.028 0.032
H 3.3537 4.7192 -7.2868 0.021 -0.014 -0.032
H -2.5515 -3.8420 -1.0216 0.027 -0.017 -0.041
H 3.3517 -3.6452 -0.7599 0.026 -0.013 -0.018
H -1.8905 -3.9625 0.6059 0.020 0.014 0.038
H -5.6161 -1.8270 4.5806 -0.028 0.017 -0.019
C -0.0341 0.0844 -2.9508 -0.304 0.130 -0.150
C 1.9314 -0.2342 4.1172 0.156 -0.088 0.291
C 1.5726 -0.0148 2.8038 0.223 0.091 -0.533
C -2.5870 -1.7608 6.2475 -0.115 -0.033 0.128
H -5.3579 -2.5770 0.9810 0.002 0.027 0.017
H -4.0523 -1.9152 -1.6623 0.006 0.010 -0.036
H -1.7359 -1.0867 6.3472 0.030 0.032 -0.026
C 1.6392 1.6173 -2.0717 0.320 0.135 -0.100
H 3.9937 -0.3016 7.5809 -0.006 -0.004 0.014
H -1.4574 0.9422 -4.3059 -0.013 -0.029 0.004
C 2.8705 -3.1527 0.0865 -0.009 -0.004 -0.026
C 4.4191 5.7844 0.2469 0.072 -0.035 0.028
H 5.3870 -0.7755 0.4553 -0.002 0.009 0.028
H 2.0509 -2.5414 -0.2917 0.069 -0.063 0.017
C 2.5451 4.7024 -5.3033 0.106 -0.078 -0.150
H -2.2174 -2.7275 5.9036 0.005 -0.010 -0.041
C 1.6589 5.2907 -4.4069 0.114 -0.134 0.179
C 5.5159 4.9866 -0.0500 -0.021 0.004 0.001
C 3.3006 -1.4247 5.8616 0.076 -0.025 0.177
C 0.9928 6.8470 -6.1220 0.050 0.003 -0.140
H -4.2952 -3.9385 1.3841 0.016 -0.013 0.040
H 1.9678 6.6320 -8.0193 0.003 0.011 -0.016
H 4.4288 0.4384 6.0350 0.039 -0.032 -0.013
C -0.0877 5.3586 -1.7859 0.050 0.127 -0.614
C 1.0987 0.3275 -2.1541 -0.152 -0.543 0.388
C 2.1825 -0.6561 1.7192 0.154 -0.152 1.426
H 4.7385 -2.5085 7.0434 -0.011 0.006 0.018
H -4.5122 -3.1701 4.9201 0.012 -0.023 -0.019
```
Positions in Å, forces in eV/Å.

The LUMO energy is -5.4 eV. As for the charge: +1. Its maximum force is 3.19 eV Å⁻¹. As for the frontier orbital gap: 5.160 eV.